No. 1
Formula: C42H66ClF5N3O6S
Source: the OMol25 dataset
Level of theory: ωB97M-V/def2-TZVPD

Multiplicity ... 1
Net charge ... +1
HOMO energy ... -11.004 eV

Geometry (Å):
C 6.3939 0.5626 0.5649
O 5.1344 0.4747 1.2470
C 4.2086 -0.3440 0.5184
C 3.0286 -0.8047 1.4626
C 1.7185 0.0749 1.1528
C 1.0680 -0.5469 -0.1127
N -0.1604 0.0329 -0.7304
C -0.8122 -1.0421 -1.5610
C 0.0776 -1.7683 -2.6347
C -0.2080 -3.3345 -2.5122
C 0.4904 -3.9941 -1.2685
C 0.0462 -5.5336 -1.2535
S -0.0525 -5.9851 0.5340
O -0.2832 -7.4043 0.7314
O 1.1405 -5.5581 1.2563
Cl -1.6636 -4.9884 1.4288
C -2.1216 -0.5677 -2.3082
N -3.0817 -0.1916 -1.2523
C -4.3656 0.0872 -1.8707
C -4.8346 1.4468 -2.1765
C -6.1800 1.5753 -2.7630
C -6.9017 0.3438 -3.0269
N -6.4802 -0.9276 -2.7946
C -5.2585 -1.0101 -2.2172
C -2.4958 1.0137 -0.6389
C -1.1439 0.7419 0.1841
C -0.6863 2.2501 0.4765
C -1.4255 2.9150 1.6891
C -0.8446 4.3961 1.8650
C -1.5185 5.1373 3.0560
F -0.9026 6.3818 3.1429
F -2.8814 5.2860 2.8399
C -1.3311 4.4305 4.4616
F -0.2407 3.6078 4.5210
F -1.1379 5.3656 5.4463
F -2.4872 3.7681 4.7776
C -1.5362 -0.0784 1.4791
C -3.0345 -0.2007 1.8427
C -3.8626 0.7563 2.5537
C -5.2745 0.4817 2.8469
C -5.9121 -0.7614 2.4572
C -5.0910 -1.7524 1.7724
C -3.7056 -1.4629 1.4685
H 6.5166 1.5279 -0.0019
H 6.5803 -0.2618 -0.1686
H 7.2001 0.5117 1.3408
H 3.8378 0.2118 -0.3961
H 4.7429 -1.2718 0.1646
H 3.3025 -0.5916 2.5228
H 2.7672 -1.8747 1.2600
H 1.1259 0.0610 2.0951
H 2.1312 1.0935 0.9008
H 0.8852 -1.6393 0.0842
H 1.8831 -0.5350 -0.8919
H 0.1328 0.7637 -1.4026
H -1.1651 -1.8210 -0.8264
H -0.3248 -1.5030 -3.6562
H 1.1630 -1.5266 -2.6691
H 0.1895 -3.7846 -3.4644
H -1.3152 -3.5071 -2.4569
H -0.0092 -3.5551 -0.3563
H 1.5984 -3.8811 -1.2367
H -1.0116 -5.5395 -1.6198
H 0.7354 -6.1949 -1.8252
H -1.9392 0.2207 -3.0893
H -2.5018 -1.4827 -2.8437
H -4.2353 2.3618 -1.9893
H -6.5683 2.5970 -2.9771
H -7.9230 0.4541 -3.4738
H -4.8774 -2.0434 -2.0019
H -2.1520 1.6599 -1.5151
H -3.2122 1.6515 -0.0728
H -0.9102 2.9090 -0.4141
H 0.4111 2.3558 0.6518
H -2.5135 3.0371 1.4263
H -1.2736 2.4138 2.6726
H -0.9226 4.9388 0.8928
H 0.2339 4.2445 2.1576
H -1.0033 0.3412 2.3787
H -1.1371 -1.1322 1.3930
H -3.4286 1.7125 2.9084
H -5.8425 1.2779 3.3886
H -6.9896 -0.9031 2.6965
H -5.5581 -2.7251 1.4957
H -3.1372 -2.2659 0.9323
C -10.4205 1.8041 1.2752
C -9.3345 1.6670 0.2247
C -8.0832 1.9862 1.0230
O -8.3317 1.5620 2.3703
C -9.7285 1.2644 2.5138
H -11.3374 1.2669 1.0325
H -10.6697 2.8597 1.4160
H -9.2949 0.6345 -0.1356
H -9.4692 2.3230 -0.6358
H -7.8865 3.0639 1.0406
H -7.1970 1.4769 0.6363
H -9.8349 0.1763 2.5851
H -10.1057 1.7115 3.4347
C 6.0779 -4.6019 -1.3928
C 6.2423 -4.4109 -2.8896
C 5.3360 -3.2219 -3.1564
O 5.3419 -2.4218 -1.9656
C 5.9576 -3.1695 -0.9062
H 6.9009 -5.1418 -0.9253
H 5.1512 -5.1465 -1.1873
H 7.2790 -4.1492 -3.1184
H 5.9754 -5.2895 -3.4770
H 4.3039 -3.5422 -3.3421
H 5.6707 -2.6202 -4.0030
H 6.9429 -2.7319 -0.7144
H 5.3567 -3.0847 0.0007
C 10.7566 3.2624 -1.5117
C 10.7047 3.6027 -0.0344
C 9.5493 2.7428 0.4451
O 9.5275 1.5752 -0.3879
C 10.4010 1.7867 -1.5061
H 11.7216 3.4654 -1.9760
H 9.9918 3.8296 -2.0505
H 11.6322 3.2874 0.4518
H 10.5581 4.6638 0.1677
H 8.5912 3.2608 0.3240
H 9.6535 2.4446 1.4901
H 11.2906 1.1650 -1.3596
H 9.9033 1.4707 -2.4247

***

No. 2
Formula: C42H66I2N4P3SiSn
Source: the OMol25 dataset
Level of theory: ωB97M-V/def2-TZVPD

Multiplicity ... 1
Net charge ... +1
HOMO energy ... -9.605 eV
ΔE to the lowest compared entry with this formula, charge and spin ... 3.8 kcal/mol

Geometry (Å):
Sn 0.5331 0.1407 0.2252
C -1.0823 -0.1178 5.2228
C -0.9349 0.3691 3.7865
C -2.0346 1.3619 3.4318
P -0.8287 -0.8621 2.3738
C -0.1113 -2.4748 2.9618
C 1.3246 -2.2371 3.4159
C -0.8932 -3.3133 3.9641
C -2.5354 -1.2981 1.9246
C -3.4765 -1.6223 2.8979
C -4.7663 -1.9575 2.5320
C -5.1292 -1.9337 1.1962
C -4.1937 -1.5952 0.2343
C -2.8807 -1.2967 0.5716
Si -1.5608 -0.9881 -0.7902
C -2.5905 -0.1194 -2.1410
C -3.4354 -0.8637 -2.9556
C -4.4034 -0.2733 -3.7433
C -4.5514 1.1042 -3.7269
C -3.6739 1.8687 -2.9838
C -2.6767 1.2760 -2.2147
P -1.4224 2.3270 -1.3884
C -1.0801 3.5433 -2.7857
C -0.0182 4.5550 -2.3591
C -0.6697 2.8169 -4.0619
C -2.4955 3.4345 -0.3206
C -3.6704 2.6609 0.2621
C -1.6189 4.0341 0.7751
C -1.1475 -2.7791 -1.3367
C -2.1610 -3.6615 -1.6917
C -1.8928 -4.8732 -2.3032
C -0.5811 -5.2326 -2.5601
C 0.4463 -4.4210 -2.1184
C 0.1741 -3.2058 -1.4970
P 1.5420 -2.2324 -0.7792
C 2.7172 -3.4725 0.0442
C 1.9414 -4.5465 0.8014
C 3.7857 -4.1794 -0.7888
C 2.4043 -1.5158 -2.2705
C 2.5366 -2.4019 -3.5015
C 3.7436 -0.9036 -1.8800
H -1.1008 0.7512 5.8805
H -0.2517 -0.7482 5.5292
H -2.0119 -0.6567 5.3754
H 0.0281 0.8951 3.7138
H -3.0181 0.9206 3.5717
H -1.9436 1.6621 2.3899
H -1.9673 2.2517 4.0542
H -0.1110 -3.0237 2.0075
H 1.3510 -1.6375 4.3232
H 1.8852 -1.7181 2.6384
H 1.8263 -3.1801 3.6224
H -0.9521 -2.8397 4.9384
H -0.3774 -4.2650 4.0911
H -1.8973 -3.5224 3.6037
H -3.2095 -1.6201 3.9434
H -5.4875 -2.2310 3.2869
H -6.1381 -2.1785 0.9033
H -4.4898 -1.5474 -0.8020
H -3.3274 -1.9362 -2.9759
H -5.0543 -0.8853 -4.3480
H -5.3324 1.5785 -4.3008
H -3.7859 2.9430 -2.9945
H -2.0086 4.0924 -2.9822
H 0.8240 4.0549 -1.8890
H -0.4154 5.2792 -1.6508
H 0.3356 5.1034 -3.2342
H 0.1961 2.1817 -3.8894
H -0.4200 3.5456 -4.8332
H -1.4817 2.1999 -4.4392
H -2.8874 4.2478 -0.9418
H -3.3287 1.7408 0.7323
H -4.3835 2.3906 -0.5145
H -4.1845 3.2647 1.0075
H -1.1777 3.2449 1.3774
H -2.1970 4.6891 1.4252
H -0.7977 4.6047 0.3476
H -3.1841 -3.4033 -1.4666
H -2.7005 -5.5309 -2.5874
H -0.3555 -6.1522 -3.0769
H 1.4674 -4.7269 -2.2766
H 3.2374 -2.8268 0.7687
H 1.4276 -5.2105 0.1104
H 1.2033 -4.1268 1.4717
H 2.6366 -5.1404 1.3921
H 3.3566 -4.9192 -1.4592
H 4.4453 -4.7044 -0.0983
H 4.4001 -3.4980 -1.3631
H 1.7273 -0.6896 -2.5455
H 3.2253 -3.2264 -3.3463
H 2.9218 -1.7935 -4.3162
H 1.5674 -2.7936 -3.7982
H 4.5010 -1.6602 -1.7032
H 3.6521 -0.3054 -0.9756
H 4.0973 -0.2723 -2.6919
I 4.1254 0.5719 2.0739
C 3.1825 1.9637 3.4029
I 1.7430 3.2283 2.4471
H 3.9624 2.5937 3.8182
H 2.6828 1.4002 4.1835
C 4.0077 5.5563 -2.1615
C 4.6314 4.7774 -3.3182
C 3.7373 4.8164 -4.5547
C 4.9472 3.3248 -2.9101
N 3.7647 2.6323 -2.4990
C 3.2045 2.5396 -1.2802
N 2.0923 1.8560 -1.3981
N 1.9818 1.5427 -2.6821
N 2.9610 1.9941 -3.3434
H 3.9112 6.6044 -2.4322
H 4.6274 5.4968 -1.2690
H 3.0119 5.1882 -1.9250
H 5.5910 5.2386 -3.5667
H 2.7789 4.3370 -4.3664
H 4.2155 4.3023 -5.3843
H 3.5496 5.8467 -4.8467
H 5.6548 3.3088 -2.0770
H 5.3641 2.7808 -3.7615
H 3.5959 2.9506 -0.3754

***

No. 3
Formula: C42H66N4P2PtSTe
Source: the OMol25 dataset
Level of theory: ωB97M-V/def2-TZVPD

<S²> ... 6.10
Multiplicity ... 5
Net charge ... +2
HOMO energy (alpha / beta) ... -11.754 / -12.670 eV
ΔE to the lowest compared entry with this formula, charge and spin ... 15.0 kcal/mol

Geometry (Å):
Pt -0.3705 -0.3208 0.0574
C -1.7785 -2.2102 3.5764
C -0.2542 -2.1489 3.6142
C 0.3176 -3.5486 3.4055
P 0.3219 -0.7432 2.4819
C 0.2967 0.5837 3.8307
C 0.3013 2.0051 3.2875
C 1.3575 0.4559 4.9230
C 2.0499 -1.1890 2.0857
C 2.8842 -1.6951 3.0751
C 4.1566 -2.1580 2.7828
C 4.5957 -2.1818 1.4648
C 3.7918 -1.6843 0.4642
C 2.5240 -1.1252 0.7453
N 1.7669 -0.5896 -0.2482
C 2.2979 -0.0458 -1.3739
C 3.5251 0.6441 -1.3663
C 3.9777 1.2880 -2.4925
C 3.2274 1.2716 -3.6616
C 2.0218 0.5887 -3.7016
C 1.5630 -0.0972 -2.5907
P 0.1380 -1.2180 -2.5184
C -0.7190 -1.2644 -4.1907
C -1.4206 0.0600 -4.4918
C 0.1183 -1.7105 -5.3949
C 1.0514 -2.8688 -2.4292
C 0.1226 -4.0237 -2.8057
C 2.3559 -2.9533 -3.2179
H -2.1383 -2.9257 4.3143
H -2.1275 -2.5293 2.5920
H -2.2204 -1.2404 3.8060
H 0.0390 -1.8071 4.6138
H -0.3259 -4.1348 2.7570
H 0.3689 -4.0584 4.3657
H 1.3196 -3.5408 2.9844
H -0.6885 0.4015 4.2841
H 1.3189 2.3580 3.1403
H -0.1837 2.6705 3.9994
H -0.2226 2.0585 2.3377
H 2.3631 0.5400 4.5146
H 1.2814 -0.4677 5.4942
H 1.2194 1.2773 5.6247
H 2.5363 -1.7270 4.0940
H 4.7879 -2.5259 3.5747
H 5.5614 -2.5979 1.2210
H 4.1252 -1.7350 -0.5621
H 4.0802 0.7057 -0.4454
H 4.9118 1.8247 -2.4622
H 3.5888 1.7783 -4.5425
H 1.4531 0.5934 -4.6155
H -1.5024 -2.0194 -4.0285
H -0.7132 0.8538 -4.7175
H -2.0333 0.3827 -3.6558
H -2.0734 -0.0666 -5.3538
H -0.4122 -1.4429 -6.3080
H 0.2593 -2.7873 -5.4168
H 1.0959 -1.2379 -5.4304
H 1.3003 -2.9537 -1.3630
H -0.0118 -4.0871 -3.8810
H -0.8581 -3.9099 -2.3459
H 0.5516 -4.9691 -2.4758
H 2.1797 -2.9077 -4.2884
H 2.8378 -3.9089 -3.0044
H 3.0523 -2.1576 -2.9572
C 3.0514 6.3329 0.2392
C 2.7768 4.8777 0.4544
C 3.6698 4.1017 1.1973
C 3.4152 2.7482 1.4227
C 4.3985 1.9185 2.1910
C 2.2389 2.2069 0.9576
C 1.2596 2.9586 0.2414
C 1.6304 4.3061 -0.0570
N 0.1075 2.3545 -0.0170
C -1.1429 2.9521 -0.4184
C -1.2705 4.4754 -0.5468
C -2.1893 2.5231 0.6314
C -1.4907 2.3225 -1.7761
H 4.1147 6.5480 0.3035
H 2.5464 6.9145 1.0125
H 2.6779 6.6661 -0.7256
H 4.5723 4.5495 1.5880
H 5.1608 2.5504 2.6348
H 4.8979 1.2007 1.5423
H 3.9042 1.3562 2.9793
H 1.9783 1.1922 1.2052
H 1.0332 4.9155 -0.7084
H -0.8972 4.9905 0.3325
H -2.3266 4.7116 -0.6443
H -0.7808 4.8494 -1.4390
H -2.0798 3.1206 1.5334
H -2.0487 1.4689 0.8890
H -3.1947 2.6756 0.2434
H -0.7937 2.6653 -2.5364
H -2.4954 2.5994 -2.0778
H -1.4072 1.2351 -1.6930
C -2.0419 -6.0894 0.0627
N -0.6233 -5.9277 0.2283
C 0.3176 -6.9232 0.2940
C 1.5299 -6.3391 0.4359
N 1.3201 -4.9802 0.4517
C -0.0020 -4.7337 0.3276
S -0.7957 -3.2417 0.2859
H -2.3311 -7.1078 0.3062
H -2.3272 -5.8734 -0.9699
H -2.5574 -5.3877 0.7190
H 0.0532 -7.9600 0.2239
H 2.5051 -6.7661 0.5317
H 2.0265 -4.2691 0.5534
C -4.2163 -0.3674 1.4421
Te -3.0381 -1.1194 -0.1935
C -4.2096 -0.0276 -1.6351
H -5.1104 -0.9717 1.5266
H -4.4983 0.6631 1.2702
H -3.6394 -0.4457 2.3543
H -4.2851 1.0252 -1.3835
H -5.2040 -0.4638 -1.6344
H -3.7746 -0.1452 -2.6213

***

No. 4
Formula: C42H67Br16ClF8NO3S
Source: the OMol25 dataset
Level of theory: ωB97M-V/def2-TZVPD

Multiplicity ... 1
Net charge ... +1
HOMO energy ... -10.706 eV

Geometry (Å):
C -5.0383 -0.9804 0.4199
C -4.7545 -1.4495 1.8679
C -3.3141 -1.0590 2.3677
Cl -3.2437 -0.9311 4.1766
C -2.7459 0.1900 1.6997
C -3.3446 1.4792 1.8340
S -4.7970 1.5474 2.9035
C -2.8268 2.6114 1.1856
C -3.5425 3.9540 1.3396
Br -3.4349 4.6126 3.2037
C -5.0205 3.9357 0.7640
C -6.0607 4.6662 1.6434
N -1.6992 2.4801 0.4391
C -1.1243 3.6965 -0.2172
C -1.9753 3.9967 -1.4659
O -1.9077 2.9363 -2.4054
C -3.0339 2.0951 -2.3732
C -3.3034 1.4722 -3.7655
F -4.5873 1.0184 -3.7724
F -3.1867 2.4418 -4.7013
C -2.3962 0.2270 -4.0668
F -1.2720 0.2707 -3.3098
F -3.0767 -0.8747 -3.6454
C -2.0869 -0.0065 -5.5799
F -3.1299 0.2743 -6.3798
F -1.8444 -1.3399 -5.7203
C -0.7893 0.7073 -6.0911
F -0.5506 1.8793 -5.4426
F 0.2843 -0.0931 -5.9428
C -1.0899 1.2847 0.2698
C 0.1456 1.1315 -0.6056
C 1.4769 1.0287 0.2064
C 1.9469 2.3687 0.8485
C 3.0896 3.0745 0.0411
C 4.3246 2.1505 0.1258
O 5.5668 2.8957 0.0730
C 6.5045 2.1141 -0.5702
C 7.2039 2.6667 -1.8206
O 6.7709 0.9947 -0.2015
C -1.5851 0.1154 0.8830
C -0.9501 -1.2716 0.6792
C 0.0259 -1.7172 1.8251
C -0.4978 -2.9525 2.6371
Br 1.6979 -2.3619 0.9641
H -5.9673 -1.4793 0.0990
H -5.2419 0.0990 0.4246
H -4.2232 -1.2799 -0.2550
H -5.4896 -1.0266 2.5655
H -4.8074 -2.5447 1.9708
H -2.7077 -1.9402 2.1469
H -5.8585 1.9006 2.1414
H -3.0642 4.7576 0.7732
H -5.3092 2.8896 0.5690
H -5.0449 4.4270 -0.2249
H -5.7280 5.7046 1.7923
H -6.2926 4.1597 2.5860
H -6.9900 4.7478 1.0508
H -1.2207 4.4893 0.5418
H -0.0562 3.6015 -0.4044
H -3.0113 4.2575 -1.1870
H -1.5899 4.9015 -1.9876
H -2.9269 1.2323 -1.6823
H -3.9747 2.5993 -2.0887
H -0.9527 0.9401 -7.1573
H 0.0732 0.2529 -1.2616
H 0.2644 1.9727 -1.3064
H 2.2306 0.6301 -0.4878
H 1.2992 0.3339 1.0348
H 1.1283 3.0540 1.1136
H 2.4226 2.0894 1.8054
H 3.3434 3.9649 0.6423
H 2.7924 3.3150 -0.9880
H 4.3386 1.5465 1.0469
H 4.3105 1.4509 -0.7249
H 7.5487 1.8493 -2.4597
H 8.0239 3.3333 -1.5183
H 6.4678 3.2863 -2.3628
H -1.7560 -2.0132 0.5678
H -0.3882 -1.3391 -0.2602
H 0.2247 -0.8833 2.5104
H 0.3422 -3.5997 2.9019
H -1.1891 -3.5109 1.9797
H -1.0990 -2.6249 3.4979
Br -2.5367 8.4721 -1.6076
C -2.0012 8.5649 -3.4795
C -2.9754 7.8352 -4.3647
Br -2.7286 5.9085 -4.2394
H -0.9921 8.1687 -3.5391
H -1.9863 9.6261 -3.7199
H -2.8002 8.0794 -5.4106
H -4.0133 8.0377 -4.1188
Br 9.9641 0.6622 2.3473
C 10.0240 -0.2258 0.6159
C 10.4784 -1.6537 0.7420
Br 12.4066 -1.7709 1.0108
H 10.6673 0.3719 -0.0234
H 9.0026 -0.1828 0.2403
H 10.2875 -2.1954 -0.1822
H 10.0127 -2.1804 1.5694
Br -5.7867 2.3988 6.6352
C -3.9167 1.8669 6.7337
C -3.3296 2.1646 8.0873
Br -2.9399 4.0605 8.2872
H -3.4001 2.3757 5.9237
H -3.9168 0.7951 6.5430
H -2.3713 1.6622 8.2065
H -3.9857 1.8871 8.9068
Br 11.8732 -4.9967 -3.4419
C 12.5368 -3.1732 -3.5913
C 11.8983 -2.2766 -2.5660
Br 10.0752 -1.8014 -3.0740
H 12.3563 -2.8523 -4.6129
H 13.6094 -3.2450 -3.4211
H 12.4301 -1.3294 -2.4997
H 11.8443 -2.7261 -1.5788
Br 7.5168 -5.9665 -3.5236
C 8.9007 -7.0682 -4.3369
C 8.7086 -8.5252 -4.0115
Br 9.2717 -8.9264 -2.1918
H 9.8543 -6.6774 -3.9959
H 8.8044 -6.8989 -5.4079
H 9.3387 -9.1442 -4.6475
H 7.6764 -8.8498 -4.1023
Br -7.4933 -3.4523 2.9190
C -7.0719 -4.3811 4.6009
C -5.6634 -4.0563 5.0355
Br -4.3259 -5.0601 4.0273
H -7.2463 -5.4288 4.4670
H -7.7940 -3.9851 5.3175
H -5.5108 -4.3503 6.0722
H -5.4123 -3.0061 4.9184
Br -9.2387 -8.2352 0.2077
C -7.4316 -8.3096 0.9308
C -7.3804 -7.7674 2.3366
Br -7.4537 -5.7873 2.3616
H -6.7927 -7.7648 0.2413
H -7.1627 -9.3646 0.9109
H -6.4302 -8.0235 2.8082
H -8.1985 -8.1230 2.9583